{"formula": "C24H52B3N3O6", "method": "ωB97M-V/def2-TZVPD", "spin_multiplicity": 3, "fmax_ev_per_a": 1.78, "e_lumo_ev": [0.61, 0.16], "s_squared": 2.01, "homo_lumo_gap_ev": [8.722, 9.340], "mol_weight_g_mol": 511.1, "energy_ev": -44521.853, "elements": ["C", "C", "C", "C", "N", "B", "O", "B", "O", "B", "O", "C", "C", "O", "H", "H", "H", "H", "H", "H", "H", "H", "H", "H", "H", "H", "H", "H", "H", "H", "C", "C", "C", "C", "C", "C", "N", "O", "C", "C", "C", "H", "H", "H", "H", "H", "H", "H", "H", "H", "H", "H", "H", "H", "H", "H", "H", "H", "H", "C", "C", "C", "C", "C", "C", "N", "O", "C", "C", "C", "H", "H", "H", "H", "H", "H", "H", "H", "H", "H", "H", "H", "H", "H", "H", "H", "H", "H"], "coordinates": [[-1.071332, 0.203081, -2.590981], [-0.346935, 0.042857, -3.927141], [-1.080780, -0.884641, -4.904152], [-1.834511, -0.215351, -6.085493], [-1.906015, 1.240244, -6.057741], [-2.896514, 1.888399, -5.309107], [-2.650924, 3.097780, -4.640996], [-3.203533, 3.173694, -3.387592], [-4.426401, 2.567825, -3.148152], [-4.507175, 1.348572, -3.816973], [-4.775258, 0.202791, -3.135489], [-5.890416, -0.577923, -3.598787], [-7.215115, 0.080003, -3.256299], [-4.181380, 1.356830, -5.165596], [-0.889076, -0.653350, -1.947556], [-2.152255, 0.289665, -2.710198], [-0.715462, 1.084233, -2.062399], [-0.121302, 1.021561, -4.340795], [0.619106, -0.410462, -3.703785], [-0.370930, -1.595423, -5.322268], [-1.794081, -1.479821, -4.336223], [-1.379846, -0.526573, -7.024362], [-2.851013, -0.594045, -6.118780], [-1.008931, 1.695734, -6.019532], [-2.631145, 3.704257, -2.490378], [-5.815295, -1.530491, -3.083263], [-5.792497, -0.761740, -4.667357], [-7.125522, 0.626918, -2.322480], [-7.548745, 0.751344, -4.042939], [-7.970109, -0.688601, -3.108783], [4.469664, -1.091996, 1.232868], [3.562677, -1.096028, -0.018703], [4.405208, -1.055510, -1.295351], [5.013204, 0.309292, -1.603119], [3.939806, 1.393264, -1.584257], [3.140152, 1.423463, -0.283457], [2.598467, 0.056251, 0.016689], [1.573074, -0.189464, -0.721428], [4.022515, 1.926036, 0.870596], [1.999008, 2.426784, -0.403934], [2.771420, -2.397982, 0.013544], [3.992664, -0.578229, 2.066093], [4.672816, -2.107553, 1.570349], [5.438634, -0.625620, 1.057215], [3.777293, -1.354055, -2.140966], [5.191749, -1.808319, -1.208375], [5.813423, 0.544260, -0.896207], [5.481109, 0.279213, -2.588623], [4.390949, 2.376025, -1.735920], [3.251520, 1.231276, -2.420094], [3.485359, 1.865296, 1.818462], [4.276843, 2.971059, 0.695814], [4.960623, 1.388358, 0.975810], [1.352199, 2.225546, -1.256111], [2.423158, 3.420911, -0.542649], [1.379458, 2.444248, 0.492060], [2.119004, -2.440282, 0.887951], [3.473281, -3.229655, 0.067414], [2.160576, -2.528810, -0.876578], [0.639882, -1.012843, 6.332743], [-0.762976, -0.710044, 5.757132], [-1.414406, -1.992570, 5.229814], [-0.836503, -2.485706, 3.902640], [-0.828368, -1.367401, 2.862004], [-0.116581, -0.108600, 3.354242], [-0.684451, 0.314337, 4.669065], [-1.795034, 0.940524, 4.522244], [1.394715, -0.361263, 3.443769], [-0.286733, 1.006853, 2.338407], [-1.605086, -0.150728, 6.896053], [1.317679, -0.173979, 6.180325], [0.577058, -1.182186, 7.406731], [1.093729, -1.903024, 5.898614], [-2.486263, -1.815337, 5.098613], [-1.315871, -2.767029, 5.993950], [0.171497, -2.884492, 4.047790], [-1.439775, -3.318283, 3.536164], [-0.347841, -1.702495, 1.939652], [-1.860432, -1.112475, 2.602951], [1.913106, 0.494478, 3.881166], [1.793873, -0.510802, 2.441157], [1.664235, -1.245709, 4.016191], [-1.329699, 1.218186, 2.112511], [0.200608, 0.724800, 1.405123], [0.175619, 1.930544, 2.693796], [-1.197045, 0.793636, 7.258192], [-1.599907, -0.867511, 7.717199], [-2.637492, 0.013972, 6.598265]], "atomic_forces_ev_per_a": [[0.0, 0.3, -0.1], [0.2, -0.5, 0.4], [0.0, 0.2, -0.1], [0.0, -0.1, -0.4], [0.0, 0.0, 0.5], [-0.7, 0.6, -0.6], [0.7, -0.4, 0.3], [-0.4, 0.6, 0.0], [0.8, -0.7, 0.5], [-0.4, 0.5, -0.1], [-0.8, 0.3, -0.1], [0.3, -0.3, 0.3], [0.1, -0.2, 0.0], [0.5, -0.8, 0.3], [0.0, -0.1, 0.1], [-0.1, 0.0, -0.1], [0.0, 0.0, 0.1], [-0.1, 0.1, -0.2], [0.2, 0.1, 0.0], [0.1, -0.1, -0.1], [-0.1, -0.1, 0.1], [0.1, 0.0, -0.1], [-0.1, 0.1, 0.0], [0.1, 0.0, -0.2], [-0.1, 0.3, -0.1], [0.1, -0.1, 0.0], [0.0, 0.0, -0.1], [0.0, 0.1, 0.1], [0.0, 0.2, 0.0], [-0.2, 0.0, -0.1], [0.1, 0.2, 0.1], [0.5, -0.4, 0.9], [0.0, 0.1, -0.3], [0.0, 0.0, 0.1], [0.1, -0.2, -0.3], [0.4, 0.7, 0.9], [0.2, -0.1, -1.8], [-0.4, 0.0, 0.4], [0.1, -0.1, 0.1], [-0.3, -0.1, -0.2], [-0.3, 0.0, -0.1], [0.0, 0.0, 0.0], [0.0, -0.1, -0.1], [0.0, 0.1, 0.0], [-0.1, 0.0, 0.1], [0.0, 0.0, 0.0], [0.0, 0.0, 0.0], [0.0, 0.0, 0.0], [0.0, 0.0, 0.0], [-0.1, 0.0, 0.1], [0.0, 0.0, 0.0], [-0.1, 0.0, 0.0], [0.0, 0.0, 0.0], [0.0, -0.1, 0.0], [0.1, 0.0, 0.0], [0.0, 0.0, 0.0], [0.0, 0.0, 0.0], [0.1, 0.0, 0.0], [0.0, 0.1, 0.0], [0.1, 0.1, -0.1], [0.7, -0.2, 0.7], [-0.2, -0.1, -0.3], [0.0, 0.1, 0.0], [-0.2, -0.3, 0.1], [1.0, 0.0, -0.4], [-1.0, -0.6, -0.5], [0.1, 0.4, 0.1], [0.1, -0.2, 0.2], [-0.3, 0.4, -0.1], [-0.2, 0.1, 0.0], [0.0, 0.0, 0.0], [-0.1, 0.0, 0.0], [0.0, 0.0, 0.0], [0.0, 0.1, 0.0], [0.0, 0.0, 0.1], [0.0, 0.0, 0.0], [0.0, 0.0, 0.0], [0.0, 0.0, 0.0], [0.0, 0.1, 0.1], [-0.1, 0.0, 0.0], [-0.1, 0.1, -0.1], [0.0, 0.0, 0.0], [0.0, 0.0, 0.1], [0.0, -0.1, 0.0], [0.0, 0.0, 0.1], [0.0, 0.0, 0.0], [0.0, 0.0, 0.0], [0.0, 0.1, -0.1]], "mulliken_spin": [0.011, -0.004, 0.002, 0.000, 0.000, 0.000, 0.000, 0.000, 0.000, 0.000, 0.000, 0.000, 0.000, 0.000, -0.003, 0.000, 0.002, 0.001, 0.001, 0.000, 0.000, 0.000, 0.000, 0.000, 0.000, 0.000, 0.000, 0.000, 0.000, 0.000, 0.003, 0.014, 0.020, -0.021, 0.028, 0.024, 0.341, 0.519, 0.008, 0.012, 0.006, -0.002, 0.001, 0.000, 0.003, 0.002, 0.000, 0.001, 0.002, 0.005, -0.003, 0.000, 0.000, 0.003, 0.000, -0.004, 0.003, 0.000, 0.004, 0.017, 0.018, 0.029, -0.022, 0.029, -0.042, 0.368, 0.551, 0.086, -0.018, -0.003, -0.010, 0.001, 0.001, 0.004, 0.000, 0.001, 0.002, 0.008, 0.000, -0.024, 0.008, 0.006, 0.005, 0.013, -0.008, -0.003, 0.000, 0.002]}